1.
Entry from the Open Molecules 2025 dataset: a structure of composition C41H45FLaN5O3SSb in a non-equilibrium geometry (ωB97M-V with the def2-TZVPD basis set).

The geometry in ORCA input format:
```
! wB97M-V def2-TZVPD RIJCOSX def2/J DEFGRID3
* xyz 3 1
La -0.629 0.145 0.230
Sb -3.030 2.644 0.124
S -2.441 1.274 -1.620
F 0.283 -0.424 7.646
O 1.476 -0.960 0.086
O 0.145 -0.297 2.602
O 1.413 1.215 0.193
N 2.898 -0.288 8.402
N 2.395 0.280 10.801
N -1.243 -2.183 -0.766
N 4.080 0.213 3.696
N -1.607 -4.416 -1.962
C -4.528 6.074 -1.957
C -0.336 3.917 0.417
C 2.555 -0.206 7.044
C -3.971 4.837 -1.659
C -2.895 -3.781 -1.706
C 6.339 -0.426 4.907
C 3.677 0.234 2.411
C -0.561 -2.182 -2.093
C -2.696 -2.422 -0.991
C -4.084 1.484 1.486
C -1.207 3.068 1.112
C -4.311 1.920 2.795
C 1.121 3.974 2.326
C -4.333 5.264 0.711
C -4.627 0.276 1.049
C -5.613 -0.057 3.216
C 3.598 1.044 10.296
C 0.810 -0.283 5.366
C -0.799 -3.539 -2.801
C 1.356 -0.156 2.972
C 1.199 -0.312 6.665
C -3.878 4.451 -0.325
C -5.076 1.148 3.654
C 2.383 0.054 2.023
C -0.924 -4.644 -0.693
C 0.269 3.129 3.017
C 3.499 -0.019 6.057
C -4.888 6.494 0.393
C -0.899 2.672 2.415
C 2.583 -1.202 10.637
C -5.390 -0.493 1.920
C 2.601 -1.513 9.131
C 1.859 0.107 0.628
C 4.025 0.431 8.951
C 3.131 0.037 4.696
C -4.983 6.893 -0.934
C -0.710 -3.307 0.056
C 0.821 4.368 1.025
C 5.540 0.318 3.892
C 6.218 1.083 4.978
C 1.776 -0.117 4.351
H -3.915 2.864 3.149
H -4.269 4.963 1.750
H -4.611 6.392 -2.986
H -0.233 -0.379 5.101
H -5.829 -1.419 1.577
H -4.482 -0.057 0.027
H 0.498 2.836 4.034
H 1.581 0.565 10.251
H 5.995 0.392 2.917
H -5.269 1.494 4.660
H 0.151 -4.033 -3.009
H -1.239 -3.285 1.013
H -5.252 7.141 1.179
H -3.628 4.192 -2.458
H 1.641 -1.906 8.809
H 4.334 1.226 8.276
H 7.068 1.678 4.679
H -3.408 -3.642 -2.658
H 4.889 -0.229 9.099
H -3.502 -4.456 -1.102
H 3.524 -1.437 11.132
H 5.629 1.524 5.766
H 2.018 4.344 2.801
H 3.288 2.085 10.217
H -1.312 -3.401 -3.752
H -5.420 7.852 -1.172
H -6.220 -0.650 3.885
H -3.185 -2.395 -0.012
H -3.081 -1.588 -1.582
H -1.589 2.048 2.977
H 0.502 -1.998 -1.920
H -1.525 -5.334 -0.100
H 4.364 0.956 11.064
H 0.346 -3.110 0.246
H 7.268 -0.850 4.558
H 0.029 -5.132 -0.897
H 4.461 0.393 1.686
H -0.968 -1.346 -2.675
H 3.361 -2.284 8.954
H 1.484 5.034 0.492
H 1.774 -1.700 11.166
H 5.836 -1.028 5.650
H 2.209 0.516 11.778
H 4.532 0.045 6.353
H -0.562 4.238 -0.595
*
```

Computed properties:
LUMO level   -7.213 eV
ΔE to the lowest compared entry with this formula, charge and spin   14.3 kJ/mol
Highest occupied orbital energy   -14.18 eV
Frontier orbital gap   6.97 eV
Energy   -77769.541 eV


2.
Entry from the Open Molecules 2025 dataset: a structure of composition C41H45N3O5PtS in a non-equilibrium geometry (ωB97M-V with the def2-TZVPD basis set).

The geometry in ORCA input format:
```
! wB97M-V def2-TZVPD RIJCOSX def2/J DEFGRID3
* xyz 2 1
Pt -0.491 1.521 0.304
S -1.718 1.554 -1.613
O 4.367 0.097 -1.150
O -7.196 -2.527 -0.868
O -0.719 -1.878 -1.648
O 2.476 -2.547 -1.498
O -5.641 -3.788 -1.825
N -0.122 -0.471 0.530
N 1.341 -2.209 0.907
N 2.182 -0.224 0.217
C -2.419 -3.182 -0.497
C 0.359 2.095 2.513
C -2.282 4.547 0.102
C 2.384 3.336 1.623
C 1.110 -0.959 0.526
C 0.590 4.976 0.009
C 2.600 -2.872 0.798
C 2.174 0.793 -0.753
C 1.101 1.622 -0.998
C 4.991 -4.230 0.613
C 3.068 -2.639 -2.785
C 4.415 -4.040 1.862
C -5.064 -1.527 -1.483
C -2.829 -2.655 1.828
C 3.216 -3.349 1.941
C -0.818 -2.754 -2.765
C 3.165 -3.065 -0.448
C 3.453 1.929 -2.464
C -3.404 2.904 2.202
C -3.275 -0.410 -2.631
C 4.373 -3.741 -0.536
C -1.070 2.046 2.717
C 1.266 1.140 3.250
C -1.366 3.708 0.939
C 0.898 3.093 1.691
C -4.282 -1.351 -2.622
C -5.988 -2.710 -1.433
C 3.371 0.954 -1.489
C 0.022 3.889 0.878
C -1.180 -1.421 0.582
C -1.925 2.846 1.944
C -4.861 -0.723 -0.361
C 1.173 2.577 -2.001
C 5.615 0.230 -1.829
C -3.098 -3.408 0.690
C -3.855 0.224 -0.365
C -1.450 -2.180 -0.566
C -1.642 1.243 3.861
C -3.044 0.370 -1.491
C -1.860 -1.664 1.766
C 2.340 2.731 -2.721
H 6.044 1.218 -1.658
H 1.656 4.869 -0.158
H -0.955 0.497 4.235
H -1.832 -2.765 -3.169
H -3.348 -2.856 2.755
H 2.392 3.478 -3.500
H -2.647 -0.292 -3.504
H 4.359 2.059 -3.036
H 0.543 -2.738 1.237
H 3.168 -3.680 -3.098
H -2.573 0.745 3.603
H -3.154 3.983 -0.207
H -3.771 2.049 2.761
H -3.690 0.829 0.518
H -1.591 -1.101 2.638
H 0.105 5.019 -0.963
H 2.185 0.982 2.703
H -1.857 1.925 4.688
H 1.523 1.504 4.245
H -7.386 -1.589 -0.737
H 4.888 -4.421 2.754
H -1.803 4.919 -0.796
H 4.833 -3.912 -1.498
H -0.520 -3.766 -2.487
H 0.410 5.938 0.492
H 3.069 -0.713 0.283
H 2.813 2.889 0.723
H -5.455 -0.867 0.532
H 2.739 -3.182 2.898
H 4.048 -2.155 -2.796
H -2.619 5.409 0.684
H 0.313 3.194 -2.236
H 5.490 0.058 -2.900
H -3.986 2.993 1.290
H -3.847 -4.187 0.718
H 2.592 4.402 1.586
H -3.614 3.801 2.793
H -2.659 -3.781 -1.364
H -4.446 -1.986 -3.481
H 5.924 -4.766 0.523
H 6.265 -0.531 -1.407
H 2.397 -2.113 -3.460
H -0.137 -2.360 -3.512
H 0.785 0.173 3.369
H 2.896 2.935 2.485
*
```

Computed properties:
LUMO level (alpha / beta)   -6.773 / -6.773 eV
ΔE to the lowest compared entry with this formula, charge and spin   0.0 kJ/mol
Highest occupied orbital energy (alpha / beta)   -13.29 / -13.29 eV
Frontier orbital gap (alpha / beta)   6.52 / 6.52 eV
Energy   -72024.093 eV


3.
Entry from the Open Molecules 2025 dataset: a structure of composition C41H45O6SiTc in a non-equilibrium geometry (ωB97M-V with the def2-TZVPD basis set).

The geometry in ORCA input format:
```
! wB97M-V def2-TZVPD RIJCOSX def2/J DEFGRID3
* xyz -1 4
Tc 0.407 -0.004 -0.053
Si 0.492 0.713 3.352
O 0.747 -0.088 1.949
O 1.089 -4.289 -7.388
O 1.522 -2.348 -1.818
O 2.649 -5.802 -6.815
O -1.125 -5.873 -4.643
O 0.101 -6.779 -6.307
C -2.907 3.162 3.659
C -1.147 4.489 2.664
C -1.479 -1.666 0.901
C 1.717 -5.083 -6.506
C -1.014 -7.634 -6.536
C 2.432 0.981 -0.641
C -1.129 -0.932 -1.268
C 3.309 -3.784 -0.916
C 0.372 1.489 -1.579
C 1.909 -2.950 -4.130
C 0.062 -1.176 7.026
C -1.648 0.179 -0.490
C 3.135 3.234 5.361
C -1.101 -2.085 -0.391
C 4.371 2.861 4.821
C 0.423 2.097 -0.273
C -1.293 -1.134 4.577
C 4.444 1.833 3.874
C -0.728 2.158 3.245
C -1.144 -1.872 6.881
C 2.523 -4.105 -3.315
C 2.054 -5.415 -3.984
C -2.465 4.371 3.116
C 1.605 0.813 -1.794
C -1.757 -0.261 0.865
C -2.033 2.068 3.746
C 2.036 1.569 3.970
C -0.286 3.387 2.735
C 1.710 1.786 0.290
C 1.968 2.582 4.939
C 1.469 -4.491 -8.749
C -0.097 -5.909 -5.300
C 2.102 -3.795 -1.838
C 3.276 1.187 3.449
C -0.113 -0.390 4.731
C 1.087 -4.978 -5.114
C 0.674 -3.520 -4.826
C 0.580 -0.445 5.948
C 1.633 -1.840 -3.144
C -1.819 -1.859 5.654
C 0.998 -4.666 -1.266
H -2.761 -2.398 5.529
H -0.408 1.612 -2.323
H 2.987 -3.557 0.109
H 1.518 0.103 6.065
H -0.693 -8.312 -7.325
H -2.049 1.112 -0.865
H 0.596 -1.187 7.978
H -0.327 2.746 0.165
H 1.366 -5.546 -9.016
H -0.774 5.435 2.265
H -3.142 5.224 3.047
H 2.873 -5.959 -4.466
H -1.270 -8.182 -5.622
H 1.005 2.873 5.367
H 5.404 1.528 3.453
H 2.098 2.142 1.238
H -3.930 3.062 4.028
H -0.210 -3.545 -4.168
H 0.730 -1.261 -3.389
H 0.751 3.507 2.417
H 0.710 -4.255 -0.294
H -1.558 -2.428 7.723
H 3.328 0.387 2.706
H 3.809 -4.770 -0.909
H -1.823 -1.132 3.621
H 1.538 -6.096 -3.299
H 2.517 -1.182 -3.168
H 0.418 -2.991 -5.757
H 1.918 0.401 -2.740
H 4.032 -3.030 -1.254
H -1.047 -0.955 -2.349
H 2.601 -2.571 -4.901
H 1.328 -5.701 -1.094
H 3.618 -4.030 -3.382
H -1.542 -2.298 1.782
H -2.368 1.153 4.236
H 0.110 -4.670 -1.913
H 2.502 -4.171 -8.914
H -2.146 0.356 1.674
H 3.426 0.568 -0.502
H 5.280 3.375 5.137
H -0.871 -3.098 -0.693
H -1.880 -7.045 -6.859
H 0.781 -3.877 -9.324
H 3.068 4.031 6.104
*
```

Computed properties:
LUMO level (alpha / beta)   2.057 / 2.055 eV
Expectation value of S²   3.781
ΔE to the lowest compared entry with this formula, charge and spin   31.1 kJ/mol
Highest occupied orbital energy (alpha / beta)   -0.45 / -2.67 eV
Frontier orbital gap (alpha / beta)   2.51 / 4.73 eV
Energy   -65607.171 eV


4.
Entry from the Open Molecules 2025 dataset: a structure of composition C41H46N4SiTi (ωB97M-V with the def2-TZVPD basis set).

The geometry in ORCA input format:
```
! wB97M-V def2-TZVPD RIJCOSX def2/J DEFGRID3
* xyz 2 1
Ti 0.208 0.370 -0.696
Si -1.976 -1.192 -1.941
N 0.308 0.505 1.285
N 0.253 0.023 -2.957
N 2.340 -0.485 1.725
N 1.022 0.152 3.496
C -2.908 1.324 2.977
C 1.200 0.071 2.180
C 2.076 -0.134 4.435
C -1.819 -0.927 2.872
C 1.491 -0.587 -3.559
C -1.855 0.537 2.516
C -0.996 2.525 1.400
C -4.404 2.171 -2.152
C 4.115 -0.711 6.184
C -0.959 -0.717 -3.459
C -5.231 -3.717 -2.195
C -0.875 1.174 1.744
C -4.636 -4.969 -2.239
C 5.059 0.572 -0.463
C 2.248 0.519 -0.506
C -3.014 0.297 -1.473
C -4.445 -2.579 -2.090
C 5.136 -0.693 1.706
C -3.020 2.667 2.652
C -2.468 -3.956 -2.074
C -4.760 1.156 -0.007
C 0.901 1.010 -5.469
C -3.733 0.263 -0.271
C 4.370 1.233 -1.472
C 0.691 2.089 -4.414
C -3.254 -5.091 -2.179
C 1.888 -0.021 -4.936
C 3.991 0.566 5.655
C -2.076 3.272 1.837
C 0.088 1.491 -3.133
C -3.389 1.263 -2.417
C 2.188 -1.416 4.952
C -5.090 2.122 -0.949
C -0.490 -1.471 -0.774
C 3.217 -1.708 5.834
C 4.383 -0.053 0.570
C -3.053 -2.684 -2.027
C 2.979 -0.020 0.551
C 2.845 2.261 4.174
C 2.973 0.884 4.763
C 2.989 1.193 -1.497
H 0.530 2.034 -2.266
H -2.718 -1.424 2.503
H 4.949 -0.180 2.656
H -6.307 -3.626 -2.244
H 4.917 -0.927 6.877
H -0.761 -1.860 0.209
H 4.699 1.335 5.939
H -4.680 2.897 -2.906
H 1.463 -2.169 4.667
H -1.501 -0.127 -4.197
H 4.873 -1.747 1.829
H 2.012 -0.837 -5.647
H 4.909 1.767 -2.243
H -1.800 -1.069 3.954
H -0.633 -1.615 -3.981
H -2.934 1.299 -3.399
H 2.315 -0.493 -2.864
H -0.188 2.999 0.848
H 6.141 0.573 -0.459
H 2.961 -0.806 2.456
H 3.312 -2.702 6.248
H -2.159 4.317 1.573
H 2.836 2.235 3.081
H 0.174 0.602 3.813
H 2.505 1.695 -2.322
H -5.252 -5.855 -2.322
H -0.954 -1.442 2.461
H 6.207 -0.647 1.524
H 1.280 -1.651 -3.626
H -0.977 1.695 -3.083
H -2.793 -6.069 -2.214
H 2.863 0.464 -4.845
H 0.224 -2.146 -1.259
H -3.659 0.865 3.609
H -1.390 -4.065 -2.024
H -5.897 2.815 -0.753
H -5.319 1.087 0.914
H -4.921 -1.606 -2.058
H 3.676 2.890 4.484
H 1.655 2.558 -4.200
H -3.522 -0.519 0.453
H -0.047 0.546 -5.748
H -3.847 3.245 3.045
H 1.921 2.744 4.499
H 0.030 2.878 -4.771
H 1.299 1.467 -6.374
*
```

Computed properties:
LUMO level   -6.339 eV
ΔE to the lowest compared entry with this formula, charge and spin   0.0 kJ/mol
Highest occupied orbital energy   -13.74 eV
Frontier orbital gap   7.40 eV
Energy   -80204.713 eV


5.
Entry from the Open Molecules 2025 dataset: a structure of composition C41H46N7OS3Sc in a non-equilibrium geometry (ωB97M-V with the def2-TZVPD basis set).

The geometry in ORCA input format:
```
! wB97M-V def2-TZVPD RIJCOSX def2/J DEFGRID3
* xyz 0 1
Sc 0.111 -0.228 0.480
S -1.808 0.141 -3.426
S -2.265 3.132 -3.813
S -0.135 -2.874 1.710
O -1.882 -0.194 -0.114
N -2.429 1.455 1.432
N 0.375 -0.150 3.866
N -2.024 -4.742 1.613
N -0.159 -5.196 0.332
N -2.894 1.351 -5.492
N -1.236 1.075 2.038
N 2.331 -0.827 1.145
C 4.138 1.300 -3.601
C -0.904 1.735 3.091
C -5.473 2.733 -1.236
C -4.478 0.118 -1.193
C 1.826 0.736 -3.160
C 4.888 1.829 1.407
C -2.747 -5.859 1.032
C -4.393 2.399 -0.423
C 1.623 1.205 5.939
C 3.121 3.120 -0.426
C 0.873 -4.619 -0.561
C 2.187 -0.280 -2.268
C 0.126 -6.530 0.821
C -5.575 0.427 -1.982
C 0.426 2.509 -0.525
C -2.336 1.433 -4.280
C 4.380 -0.674 2.416
C 4.494 0.262 -2.757
C 1.789 -0.157 5.797
C 0.768 1.875 5.060
C -3.871 1.093 -0.408
C -0.832 -4.333 1.167
C 1.291 1.604 0.114
C 3.541 -0.503 -2.120
C 2.245 3.984 -1.040
C 5.795 1.226 2.252
C -2.625 0.765 0.358
C -1.575 3.018 3.486
C -2.654 -3.981 2.685
C 1.153 -0.802 4.743
C 0.151 1.152 4.020
C -6.047 1.733 -2.042
C -3.412 3.625 -5.153
C 2.781 1.516 -3.807
C 0.877 3.701 -1.068
C -3.141 2.570 -6.252
C 3.448 -0.062 1.593
C 3.674 1.241 1.073
C 2.670 1.976 0.235
C 5.549 -0.027 2.793
C 1.159 -1.117 -1.540
H -6.873 1.975 -2.693
H -3.932 3.173 0.149
H -4.090 -0.901 -1.180
H 0.466 -3.695 -0.973
H -2.118 2.925 4.415
H 0.257 -1.101 -2.137
H 0.758 0.904 -3.318
H -3.080 0.446 -5.865
H 3.888 -1.281 -1.433
H -3.664 -4.346 2.844
H 4.210 -1.705 2.760
H -5.856 3.750 -1.275
H 1.222 -6.670 0.872
H 1.300 -1.849 4.609
H 2.134 1.729 6.742
H 2.632 4.888 -1.485
H 0.191 4.413 -1.516
H 5.155 2.791 0.979
H 2.453 -0.688 6.492
H -4.003 2.453 -6.900
H 6.239 -0.483 3.469
H -2.663 -6.753 1.667
H -2.261 2.802 -6.830
H -3.792 -5.559 0.957
H 0.620 2.922 5.200
H 2.487 2.290 -4.506
H -4.412 3.555 -4.738
H 2.364 -1.791 1.490
H -3.164 4.609 -5.507
H 1.784 -4.425 0.032
H -2.088 -4.065 3.623
H -0.311 -6.713 1.799
H -2.376 -6.062 0.036
H 4.177 3.379 -0.517
H -6.010 -0.336 -2.620
H -0.826 3.799 3.624
H 1.528 -2.139 -1.442
H -0.244 -7.294 0.113
H 2.311 -0.895 0.117
H -2.684 -2.916 2.421
H -0.641 2.290 -0.629
H 1.066 -5.329 -1.376
H -2.236 3.327 2.665
H 6.733 1.723 2.499
H 5.549 0.046 -2.584
H 4.906 1.925 -4.065
*
```

Computed properties:
LUMO level   0.233 eV
ΔE to the lowest compared entry with this formula, charge and spin   121.0 kJ/mol
Highest occupied orbital energy   -6.46 eV
Frontier orbital gap   6.70 eV
Energy   -108949.031 eV